Entry 1:
31
Properties=species:S:1:pos:R:3:forces:R:3 method="wB97M-V/def2-TZVPD" spin_multiplicity=2 s_squared=0.751 total_charge=-1 e_lumo_ev="2.6 / 2.6" orbital_gap_ev="2.42 / 8.45"
H 0.1367 -0.1990 3.8641 0.157 -0.183 -0.091
C -2.0792 -0.6128 -0.7042 0.742 0.591 -0.714
O -0.3461 -0.6313 3.1273 -0.244 0.407 0.264
H 0.0489 -3.3584 -1.2064 0.152 -0.066 -0.053
C 0.1748 2.5816 0.6883 0.791 -1.216 0.452
H 1.1921 -1.9318 1.9893 0.004 0.579 0.103
H -3.0239 -2.4057 0.1992 0.537 -0.155 -0.285
C 1.5834 1.9857 0.5475 1.138 0.341 0.479
S -2.4925 1.1604 -0.2932 -0.488 -1.082 0.231
H 1.7708 0.9998 0.1171 -0.870 0.086 -0.163
H 2.9682 0.3473 -2.8699 -0.089 -0.046 -0.296
H -3.0830 -1.0188 1.1705 -0.136 0.278 -0.263
O 3.1048 0.7920 -2.0340 0.277 -0.136 0.175
H 3.4812 0.0920 -1.4786 -0.154 0.021 0.090
H 2.1659 -2.0261 -0.9992 -1.013 0.245 0.155
O 1.6930 -1.2346 1.5298 0.195 -0.660 -0.196
H 2.9860 -2.1807 0.2905 -0.501 0.403 -0.145
H 1.0980 -0.4735 1.5442 -0.142 -0.130 0.306
H -0.1764 2.2266 1.6667 -0.739 0.161 -0.523
H 2.2089 2.6599 -0.0279 0.145 0.060 -0.292
O 0.3423 -4.0660 -1.7935 -0.993 -0.339 0.321
H 0.2934 3.6653 0.6979 -0.372 -0.034 0.065
O 3.0454 -2.1189 -0.6732 1.674 -0.365 -0.319
H -2.5202 -0.8329 -1.6827 -0.619 -0.113 0.446
H 2.0691 1.9238 1.5336 -0.245 0.194 -0.037
H -1.5887 -1.7369 1.0981 0.296 -0.382 -0.300
H 1.1488 -3.7847 -2.1976 0.811 0.364 -0.221
C -2.4309 -1.5199 0.4461 -0.896 -0.076 0.950
H -1.2658 -0.4653 3.4171 -0.077 -0.142 -0.146
H -1.0107 -0.6482 -0.9826 -0.236 0.253 0.607
S -0.8440 2.1382 -0.7629 0.892 1.142 -0.600

---

Entry 2:
30
Properties=species:S:1:pos:R:3:forces:R:3 method="wB97M-V/def2-TZVPD" spin_multiplicity=1 e_lumo_ev=-0.3 orbital_gap_ev=8.91
H 0.6484 -1.0026 0.9064 -0.027 -0.671 -0.074
H 4.1911 1.8361 0.1827 -0.456 0.180 -0.285
H 1.6318 1.5107 2.5478 -0.478 0.309 0.099
C -0.9353 -2.2041 0.1960 0.777 -0.579 -0.981
H 0.2830 1.1709 1.3422 0.775 0.392 0.647
O 3.5377 1.4135 0.7449 0.325 -0.374 0.774
O -2.1581 -0.7129 -1.9543 0.131 -0.175 -1.279
C 0.2866 -1.3085 -0.0753 1.027 -0.341 1.682
H -2.3993 -0.7191 -0.1236 -1.051 -0.034 -0.629
H 2.0815 2.8772 0.5615 -0.052 0.245 0.185
H -0.6340 -3.1773 0.5834 0.590 0.290 0.589
O -1.4869 0.7313 0.4633 -2.597 2.267 2.028
H -1.6557 -1.7472 0.8745 0.477 -0.717 -0.119
H -1.4474 0.4378 1.3736 -0.054 -0.152 0.504
H -1.2234 -0.7584 -1.7531 0.298 0.212 -0.461
O 0.1742 -0.0456 -0.7429 -7.149 -7.526 10.291
C 1.3464 1.1121 1.5743 1.010 0.171 0.316
H -1.4025 -2.5546 -0.7243 -0.494 0.513 0.048
H 1.2795 -0.0034 -2.8632 0.423 0.238 -0.659
C 2.1902 1.7941 0.5050 0.150 -0.073 -0.472
H 1.6164 0.0595 1.6597 0.177 0.250 -0.180
H -3.4210 -0.6321 0.9902 -0.436 0.027 0.292
O 1.3404 0.5582 -2.0905 7.443 3.466 -8.614
H 1.9053 1.4850 -0.5007 0.057 0.079 0.203
H 0.6240 0.2681 -1.5259 1.795 1.205 -4.248
H -1.3808 1.6813 0.5127 -0.391 0.749 0.096
H -0.4635 0.4693 -0.2431 -0.041 -0.022 -0.022
O -3.3109 -0.9234 0.0851 -1.816 -0.161 0.925
H 1.1321 -1.8399 -0.5122 -0.254 0.020 -0.423
H -2.3497 0.2241 -1.9942 -0.157 0.213 -0.232

---

Entry 3:
31
Properties=species:S:1:pos:R:3:forces:R:3 method="wB97M-V/def2-TZVPD" smiles=OCCCCS.O.O.O.O.O spin_multiplicity=1 e_lumo_ev=0.4 orbital_gap_ev=9.33
O 2.5277 -1.1238 -0.7265 -0.152 1.382 -0.590
H 1.0842 1.7753 2.3419 0.772 0.079 0.540
H 1.8335 -0.5231 -3.7657 0.739 -3.045 -3.486
H 0.4157 1.2041 -2.9659 -0.436 0.256 0.414
H -0.3781 2.1679 -1.0379 0.299 0.378 0.641
O 0.3427 1.1997 2.1959 0.459 -0.230 0.925
H -0.4945 0.3175 4.3532 -0.363 -1.645 -0.052
H 0.3913 -2.4987 0.4281 0.689 0.561 -1.007
H 0.4612 3.1821 -0.1703 0.417 0.635 -0.308
H 2.0584 -0.3068 -2.3194 2.019 -2.279 4.237
H 0.1268 -1.4433 1.5856 0.102 0.978 -1.204
H -1.9242 0.2478 1.2957 -0.437 -1.507 -0.991
O -0.1601 2.4708 -0.1091 -0.777 -0.730 -0.453
C -2.0829 -0.6574 0.5961 1.084 0.317 0.901
H -0.5544 0.0458 -0.8649 -0.339 0.050 0.064
H -3.5130 -1.2389 -1.3222 0.208 0.252 0.557
H -0.0787 1.6547 1.4896 -1.072 0.619 -1.717
H 2.2338 -0.5367 1.3088 -1.000 -0.261 -1.905
H 1.4098 0.4808 -0.0406 0.548 -2.206 0.668
C 1.6566 -0.6222 0.2888 0.677 1.541 1.210
C -0.8593 -0.8437 -0.3211 -0.007 -1.040 0.336
O -0.6036 -0.5632 3.8910 1.069 3.333 -2.629
C 0.3539 -1.3841 0.4671 -0.800 -1.029 2.180
S -3.5656 -0.2738 -0.3601 -0.364 -0.087 -0.174
O 1.7250 0.0257 -3.0755 -2.624 5.268 -0.940
H -1.1834 -1.6077 -1.0491 0.309 0.347 -0.049
O -0.4396 1.6100 -2.6675 0.820 -0.005 -0.443
H 2.7644 -2.0322 -0.6472 -0.047 -1.005 0.552
H -2.1417 -1.6007 1.2243 -0.391 1.249 -0.590
H -1.0723 0.9581 -2.9630 -0.560 -0.122 0.040
H -0.3334 -0.0840 2.9402 -0.840 -2.053 3.276

---

Entry 4:
35
Properties=species:S:1:pos:R:3:forces:R:3 method="wB97M-V/def2-TZVPD" spin_multiplicity=1 total_charge=-1 e_lumo_ev=3.1 orbital_gap_ev=9.04
C -2.0419 1.5243 0.5661 -0.955 -0.529 0.458
O -0.1228 0.3464 3.9417 -0.320 0.591 0.491
H -2.0683 2.5888 0.3405 0.452 -0.059 -0.286
O -0.3993 -2.4483 1.3046 0.219 0.142 0.031
H -2.5877 0.9104 -1.9658 -0.035 0.136 0.375
O 3.8440 -0.7273 0.1202 0.418 0.036 -0.023
H 3.2021 3.0836 -1.6026 0.221 0.025 -0.270
H 2.8982 -0.8599 0.2578 -0.271 0.126 0.338
H -3.0559 1.1657 0.3551 -0.147 0.015 0.006
H -2.0610 -1.1283 0.2430 0.049 0.123 -0.129
H -2.4485 -2.9155 -2.5970 0.342 -0.169 0.237
O 0.8486 -0.5695 1.1348 -0.175 -0.290 -0.196
H 2.1426 2.6640 -0.6415 -0.239 0.235 -0.493
H -1.9581 1.4189 1.6491 0.514 -0.126 0.026
O -2.2915 -1.9993 -2.3646 -0.360 0.306 -0.450
H 1.4523 -2.8898 -0.7922 -0.573 0.078 -0.378
H 2.0258 -0.3274 3.6377 0.379 -0.208 0.022
O 2.1698 -1.2431 3.3542 -0.445 0.270 0.169
H 0.0409 2.0973 -2.2059 0.168 0.526 -0.198
H -0.1134 0.3494 2.9794 0.189 -0.285 -0.256
H -0.1213 1.1162 -0.2727 0.375 -0.848 0.568
H -1.0962 0.1697 -2.4128 0.118 -0.178 0.071
O 2.2508 3.1333 -1.4913 -0.002 -0.364 0.777
O 0.9861 -3.0055 -1.6400 0.503 -0.250 0.040
H -1.3075 2.5511 -3.0221 0.171 0.036 -0.030
N -1.1502 -0.7496 0.0134 0.841 0.044 0.142
N -0.9533 2.2702 -2.1153 -0.458 -0.595 0.105
H -1.5355 -1.9246 -1.7652 -0.314 -0.207 0.271
C -1.5134 0.9403 -1.7627 0.476 0.101 -0.255
C -0.1569 -1.3089 0.8867 -0.425 0.104 0.103
H 4.2391 -0.7759 1.0013 -0.387 -0.051 -0.159
H 0.1800 -0.5223 4.2174 -0.033 -0.227 -0.247
H 1.4907 -1.2776 2.6321 0.748 -0.183 -0.143
C -1.1079 0.6589 -0.2926 -1.235 1.526 -1.059
H 0.3202 -2.3156 -1.6910 0.194 0.150 0.341

---

Entry 5:
35
Properties=species:S:1:pos:R:3:forces:R:3 method="wB97M-V/def2-TZVPD" smiles="O=CNC(CO)CO.O.O.O.O.O.O" spin_multiplicity=1 e_lumo_ev=-0.1 orbital_gap_ev=9.75
O -0.6180 -2.5826 1.8259 0.039 0.796 0.360
H -2.2052 -1.1757 2.1750 -0.526 0.210 0.292
O 0.6007 3.2411 1.0188 0.059 -0.168 0.001
O -2.6556 -2.1489 -2.8736 -0.109 -0.458 -0.227
C 1.1486 -0.2877 -1.2964 -0.978 -0.443 0.792
C 2.9797 -1.2338 0.1946 1.213 -0.591 -1.177
H 0.1039 -0.5113 -1.5438 0.195 -0.084 -0.603
N 0.7303 -2.3067 0.0628 0.919 0.940 -0.056
H 0.2546 4.1363 0.9824 -0.084 0.071 0.012
H -4.1710 1.4562 -0.2945 0.157 0.111 0.410
H -2.3029 -1.4357 -2.3609 0.507 0.859 0.278
O -2.1312 3.3602 -0.1558 0.029 0.126 -0.083
O 1.9557 0.1742 -2.3286 1.041 0.590 -0.283
H -3.0422 3.4948 0.1213 0.038 0.005 0.148
H 2.0994 -2.1684 -1.4990 0.074 -0.193 0.074
H -0.0898 2.7117 0.6002 -0.101 0.185 -0.030
H -1.6014 -0.2199 1.3143 0.379 0.683 -0.216
H 1.0439 0.4937 -0.5277 0.330 0.009 0.007
H 1.9896 1.3437 2.4465 0.185 -0.184 0.076
H -2.1146 3.6727 -1.0660 0.041 -0.056 -0.055
O 4.0903 -0.8959 -0.6416 0.261 -0.620 0.423
C 1.7574 -1.5620 -0.6634 -0.434 0.965 0.148
H 0.5639 -3.2318 -0.2867 -0.620 -0.182 0.239
H 3.3272 -2.1792 0.6177 -0.287 0.256 0.632
O -3.8489 0.5760 -0.4672 0.075 -0.708 -0.821
H 2.8646 -0.4322 0.9241 -0.499 -0.255 0.255
H -3.2630 0.2684 0.2400 -0.447 0.394 0.422
H 0.7833 -1.0564 1.7050 -0.494 0.297 0.086
O 1.1113 1.0552 2.7164 0.032 0.296 -0.148
O -2.3799 -0.2620 1.8719 0.314 -0.780 -0.092
H -3.3902 -2.4057 -2.3168 -0.433 -0.339 -0.017
H 1.6007 0.2343 -3.2152 -0.596 -0.245 0.181
H 0.6261 1.8815 2.5586 -0.124 -0.202 0.052
C 0.2469 -1.9144 1.2764 0.225 -1.955 -0.650
H 3.9359 -0.0897 -1.1149 -0.383 0.670 -0.427

---

Entry 6:
36
Properties=species:S:1:pos:R:3:forces:R:3 method="wB97M-V/def2-TZVPD" smiles="O=CNCCNCO.O.O.O.O.O.O" spin_multiplicity=1 e_lumo_ev=-0.1 orbital_gap_ev=9.07
H -1.6546 -2.1880 1.9905 -0.010 -0.117 -0.101
H -1.9046 -2.7978 0.6291 -0.239 0.121 -0.384
H -3.2316 0.2709 -0.3705 0.249 -0.306 0.321
H 1.5154 1.2343 1.6870 -0.047 -0.013 0.219
O 3.5601 1.3914 1.1745 0.206 -0.350 0.170
N 0.5067 1.1928 1.6306 0.248 -0.115 0.133
H 2.1388 1.3789 -0.7032 0.046 -0.038 0.017
H 0.3596 2.6995 0.1617 -0.071 0.155 0.400
H -2.7377 1.9001 -1.8719 0.045 -0.035 -0.286
O 2.5924 -1.1158 -0.9493 -0.191 -0.195 0.270
H 3.2814 -0.6399 -0.4679 -0.085 -0.002 -0.130
H -4.2662 1.6714 -1.8016 -0.129 0.027 -0.320
N 1.4900 0.9808 -1.3682 -0.290 -0.386 -0.065
O -3.4806 1.8094 -1.2729 -0.014 0.158 0.455
H 1.2696 -0.8131 -2.4305 -0.028 0.248 -0.162
C -0.0796 1.7327 0.4124 -0.015 -0.674 -0.525
H -0.5427 1.1113 -1.6195 -0.138 -0.026 0.329
H -2.1889 -1.3171 -1.4570 0.297 -0.088 -0.392
H -0.1105 -0.2013 -0.5367 0.191 0.013 0.006
H -2.3549 -0.2945 0.8138 -0.179 0.026 -0.384
H 4.1502 0.8737 1.7395 -0.221 -0.074 -0.050
O -1.2905 -0.0835 2.1689 0.336 -0.109 0.409
O -1.7691 -1.6497 -2.2901 -0.235 0.073 0.527
C 2.0347 -0.2189 -1.9351 0.791 0.104 0.543
H 0.2667 -2.3747 1.4422 0.457 0.239 -0.328
H 4.0125 2.2315 1.1009 0.072 0.407 -0.109
C -0.1160 0.2382 2.3664 -0.635 0.836 -0.672
H 0.4530 -0.1418 3.2116 0.125 -0.014 0.008
H 2.8666 0.0331 -2.6017 -0.317 0.042 -0.212
C 0.1424 0.8289 -0.8055 -0.187 0.199 -0.251
H -1.9224 -2.5996 -2.2676 0.022 0.041 -0.120
O -2.8853 -0.5556 0.0258 -0.047 0.110 0.050
O -1.4574 -2.9765 1.4544 0.095 0.072 0.576
H -1.1472 1.8339 0.5792 -0.083 0.206 0.026
O 1.0384 -1.7703 1.5138 0.157 -0.299 0.102
H 1.4614 -1.6747 0.6469 -0.175 -0.233 -0.070